1.
C4H11N3 in the gas phase. Source: OMol25; level of theory: ωB97M-V/def2-TZVPD.

Each line ends with the natural charge from an NBO analysis.
Element x y z (Å)
N1 -0.29142 0.19761 -2.46080  -0.85
N2 1.50071 0.24708 0.03769  -0.87
N3 0.57247 0.95555 2.59819  -0.82
C1 0.22875 -0.22376 0.52124  0.05
C2 -1.27996 -0.34707 -1.52813  -0.21
C3 -0.18801 0.17899 1.71964  -0.01
C4 -0.63324 -1.09539 -0.36288  -0.43
H1 -1.14231 -0.15152 2.10789  0.18
H2 -0.03480 -1.93429 -0.74149  0.19
H3 -1.43172 -1.53214 0.23998  0.21
H4 -0.75604 0.75109 -3.16946  0.36
H5 1.30788 1.46178 2.12362  0.39
H6 -1.88323 0.47402 -1.13904  0.19
H7 2.12562 -0.54168 -0.10217  0.35
H8 0.01197 1.54908 3.18909  0.37
H9 -1.98077 -1.04377 -2.01067  0.16
H10 1.35677 0.67102 -0.87562  0.39
H11 0.19473 -0.56252 -2.93355  0.35

Results
Spin multiplicity: 1
Energy in eV: -8796.363
HOMO energy in eV: -7.6
Total charge: 0
SMILES: N/C=C(\N)CCN
Energy above the lowest of the compared OMol25 structures with the same formula, charge and spin in kJ/mol: 121.14

=====

2.
2 unconnected molecules or ions with the total composition C4H11N3. Source: OMol25; level of theory: ωB97M-V/def2-TZVPD.

Each line ends with the natural charge from an NBO analysis.
Element x y z (Å)
N1 0.58772 -0.06530 2.21216  -0.82
N2 0.95612 1.23251 0.38409  -0.76
N3 -1.63280 1.64631 -1.02530  -0.80
C1 -1.38262 0.40732 -1.59948  -0.01
C2 1.07266 0.11259 0.95463  0.46
C3 1.56830 -1.19112 0.30209  -0.69
C4 -1.47620 -0.75287 -0.93272  -0.52
H1 -1.42920 -0.77270 0.14431  0.19
H2 -1.32539 1.69507 -0.06142  0.39
H3 2.34649 -1.59142 0.95073  0.21
H4 1.05786 1.16310 -0.68791  0.35
H5 0.88447 -0.86182 2.74483  0.38
H6 2.01136 -0.99249 -0.68119  0.23
H7 -1.56426 -1.69374 -1.44703  0.20
H8 0.35676 0.77129 2.71955  0.40
H9 -1.55873 0.39611 -2.66992  0.19
H10 0.77585 -1.92850 0.22497  0.23
H11 -1.24838 2.42567 -1.53239  0.37

Results
Spin multiplicity: 1
Energy in eV: -8795.965
HOMO energy in eV: -8.1
Total charge: 0
SMILES: [H]/N=C(\C)N.C=CN
Energy above the lowest of the compared OMol25 structures with the same formula, charge and spin in kJ/mol: 159.55

=====

3.
A molecular structure, C4H11N3. Source: OMol25; level of theory: ωB97M-V/def2-TZVPD.

Each line ends with the natural charge from an NBO analysis.
Element x y z (Å)
N1 -0.08217 0.97720 -1.80140  -0.91
N2 -0.65011 -1.32153 1.33971  -0.85
N3 0.33313 -1.10786 -0.88653  -0.38
C1 1.52572 -1.16944 -0.40723  -0.12
C2 -0.73079 0.82254 0.01654  0.06
C3 -0.78583 -0.68214 0.03903  0.03
C4 0.29667 1.50435 0.86178  -0.67
H1 -1.37691 -0.97778 1.95801  0.36
H2 -1.68752 1.32243 -0.09802  0.21
H3 0.18320 2.59017 0.82360  0.23
H4 -0.92914 0.68051 -2.29171  0.33
H5 2.36776 -1.22513 -1.09884  0.17
H6 0.25910 1.20161 1.91331  0.23
H7 0.69286 0.55672 -2.31402  0.37
H8 1.30932 1.22016 0.51754  0.23
H9 1.74456 -1.05189 0.65657  0.17
H10 -0.77007 -2.32517 1.23648  0.37
H11 -1.69978 -1.01476 -0.46481  0.17

Results
Spin multiplicity: 1
Energy in eV: -8793.155
HOMO energy in eV: -7.8
Total charge: 0
Energy above the lowest of the compared OMol25 structures with the same formula, charge and spin in kJ/mol: 430.73

=====

Number 1: strongest force on any atom 0.462 eV/A. Number 2: strongest force on any atom 2.404 eV/A. Number 3: strongest force on any atom 4.143 eV/A.